1.
# C2H8NO2P

A 2-piece molecular cluster, C2H8NO2P overall in a non-equilibrium geometry (wB97M-V/def2-TZVPD, the Open Molecules 2025 dataset).

Values from the calculation:
HOMO-LUMO gap (spin up / spin down), eV: 9.0 / 9.0
HOMO (spin up / spin down), eV: -8.786 / -8.785
ΔE to the lowest compared entry with this formula, charge and spin, kJ/mol: 336.6

XYZ file:
```
14
C2H8NO2P | the Open Molecules 2025 dataset | wB97M-V/def2-TZVPD
C -2.4098 0.3344 0.0204
C 2.5758 0.2748 -0.4764
N -1.0841 0.8427 0.1032
O -0.3228 -1.8999 0.8330
O 1.3669 0.7307 0.0746
P 0.0881 -0.0350 -0.6604
H -2.5288 -0.5037 0.7593
H -3.1439 1.0675 0.1899
H -2.5413 -0.1486 -1.0072
H 2.3437 -0.3968 -1.3321
H 2.9630 -0.2043 0.4006
H 3.1978 1.1160 -0.6938
H -0.9121 1.3185 1.0268
H 0.4077 -2.4963 0.7620
```

---

2.
# C2H8NO2P

One molecule with the formula C2H8NO2P in a non-equilibrium geometry (wB97M-V/def2-TZVPD, the Open Molecules 2025 dataset).

Values from the calculation:
HOMO-LUMO gap, eV: 11.1
Structure (SMILES): C[C@H](N)[P@H](=O)O
HOMO, eV: -10.179
ΔE to the lowest compared entry with this formula, charge and spin, kJ/mol: 101.2

XYZ file:
```
14
C2H8NO2P | the Open Molecules 2025 dataset | wB97M-V/def2-TZVPD
C 0.8158 1.1517 0.1148
C 0.0986 -0.1284 0.4371
N 0.8982 -1.4977 -0.2964
O -2.3174 -1.4336 0.3834
O -2.3474 1.0426 -0.1489
P -1.5710 -0.1932 -0.2923
H 1.8151 1.1777 0.5483
H 0.2340 1.9837 0.5128
H 0.8903 1.2896 -0.9644
H 0.0801 -0.3790 1.4938
H 1.1066 -1.1823 -1.2367
H 1.7763 -1.5692 0.2087
H -3.0927 -1.0799 0.8286
H -1.3816 -0.6562 -1.5836
```

---

3.
# C2H8NO2PS

A 2-piece molecular cluster, C2H8NO2PS overall in a non-equilibrium geometry (wB97M-V/def2-TZVPD, the Open Molecules 2025 dataset).

Values from the calculation:
HOMO-LUMO gap (spin up / spin down), eV: 6.5 / 6.6
HOMO (spin up / spin down), eV: -9.075 / -9.122
ΔE to the lowest compared entry with this formula, charge and spin, kJ/mol: 545.6

XYZ file:
```
15
C2H8NO2PS | the Open Molecules 2025 dataset | wB97M-V/def2-TZVPD
C 0.8032 0.9322 -1.4180
C -0.8906 -1.6290 0.1373
N 1.1475 1.0358 0.0000
O 0.9493 0.8649 2.3035
O -0.1688 -0.9295 1.1010
P -0.0580 0.7146 1.0740
S -3.3853 0.3641 -0.5821
H 0.3966 0.0129 -1.7411
H 0.0564 1.6459 -1.7024
H 1.6651 1.1206 -1.9515
H -0.0043 -2.0766 -0.4355
H -1.4439 -0.9395 -0.5392
H -1.5694 -2.3718 0.4855
H 1.9965 0.5464 0.1843
H 0.5056 0.7088 3.0841
```

---

4.
# C2H8NOP

One molecule with the formula C2H8NOP in a non-equilibrium geometry (wB97M-V/def2-TZVPD, the Open Molecules 2025 dataset).

Values from the calculation:
HOMO-LUMO gap, eV: 10.0
Structure (SMILES): CPNCO
HOMO, eV: -9.017
ΔE to the lowest compared entry with this formula, charge and spin, kJ/mol: 244.5

XYZ file:
```
13
C2H8NOP | the Open Molecules 2025 dataset | wB97M-V/def2-TZVPD
C 0.6726 1.1216 0.5679
C -0.9651 -1.1247 -1.0160
N 1.1985 -0.1876 0.7701
O -0.6668 1.3610 1.0418
P 0.8793 -1.3114 -0.5223
H 1.3505 1.9027 1.1633
H 0.4931 1.3871 -0.4296
H -0.9135 1.0624 1.8828
H -0.9282 -1.3817 -1.9752
H -1.5318 -1.7365 -0.4565
H -1.3209 -0.1929 -0.8536
H 0.9416 -0.4748 1.7122
H 1.3678 -0.3865 -1.3695
```

---

5.
# C2H8NOPS

One molecule with the formula C2H8NOPS (wB97M-V/def2-TZVPD, the Open Molecules 2025 dataset).

Values from the calculation:
HOMO-LUMO gap, eV: 9.7
Structure (SMILES): CC[P@](N)(O)=S
HOMO, eV: -8.935
ΔE to the lowest compared entry with this formula, charge and spin, kJ/mol: 0.0

XYZ file:
```
14
C2H8NOPS | the Open Molecules 2025 dataset | wB97M-V/def2-TZVPD
C 0.5786 -1.6526 -0.5048
C -0.6541 -0.7849 -0.3165
N 0.6390 1.1791 1.3252
O -1.6114 1.6037 0.1826
P -0.1611 0.9856 -0.1389
S 0.7784 1.8466 -1.6029
H 1.1575 -1.2899 -1.3532
H 1.2151 -1.6230 0.3792
H 0.2980 -2.6868 -0.6918
H -1.2303 -1.0722 0.5652
H -1.3072 -0.8430 -1.1883
H 1.6450 1.1559 1.2536
H 0.2928 0.6379 2.1053
H -1.6403 2.5436 -0.0145
```

---

6.
# C2H8NOS

A 2-piece molecular cluster, C2H8NOS overall in a non-equilibrium geometry (wB97M-V/def2-TZVPD, the Open Molecules 2025 dataset).

Values from the calculation:
HOMO-LUMO gap, eV: 7.1
HOMO, eV: -2.931
Net charge: -1
ΔE to the lowest compared entry with this formula, charge and spin, kJ/mol: 21.6

XYZ file:
```
13
C2H8NOS | the Open Molecules 2025 dataset | wB97M-V/def2-TZVPD
C -1.3640 -0.5996 -0.1034
C -0.5420 0.0933 0.9769
S 0.9028 -0.9804 1.4466
N -0.6734 -0.5569 -1.4121
H -1.3935 -1.6655 0.1992
H -2.4077 -0.3023 -0.2432
H -0.2706 1.1263 0.7824
H -1.3055 0.1557 1.7944
H -0.7488 0.3732 -1.7932
H 0.2788 -0.8462 -1.1992
H 2.2074 0.5931 0.4053
H 2.5600 1.2775 -0.8887
O 2.7566 1.3316 0.0350
```

---

7.
# C2H8NOS

A 2-piece molecular cluster, C2H8NOS overall in a non-equilibrium geometry (wB97M-V/def2-TZVPD, the Open Molecules 2025 dataset).

Values from the calculation:
HOMO-LUMO gap, eV: 6.2
HOMO, eV: -2.412
Net charge: -1
ΔE to the lowest compared entry with this formula, charge and spin, kJ/mol: 122.6

XYZ file:
```
13
C2H8NOS | the Open Molecules 2025 dataset | wB97M-V/def2-TZVPD
C -0.2139 -0.1446 1.3991
C 1.2775 -0.2437 1.0476
S 1.6099 -0.1916 -0.7454
N -0.5772 1.3180 1.0441
H -0.4953 -0.1013 2.4392
H -0.7183 -0.8550 0.7474
H 1.7135 -1.2067 1.3456
H 1.7622 0.4643 1.7404
H 0.3519 1.6798 0.8254
H -0.8999 1.1820 0.1130
H -1.3332 0.1171 -2.9701
H -1.4682 -1.4263 -3.4690
O -1.0090 -0.5919 -3.5172
```

---

8.
# C2H8NOS

A 2-piece molecular cluster, C2H8NOS overall in a non-equilibrium geometry (wB97M-V/def2-TZVPD, the Open Molecules 2025 dataset).

Values from the calculation:
HOMO-LUMO gap (spin up / spin down), eV: 10.5 / 7.1
Multiplicity: 2
HOMO (spin up / spin down), eV: -9.715 / -9.444
ΔE to the lowest compared entry with this formula, charge and spin, kJ/mol: 50.6

XYZ file:
```
13
C2H8NOS | the Open Molecules 2025 dataset | wB97M-V/def2-TZVPD
C -1.7613 0.7513 2.0490
S -0.2987 1.6780 1.6018
H -2.5817 1.4229 2.2867
H -1.5822 0.2489 3.0015
H -2.0518 0.0739 1.2565
N 2.0112 -1.0015 -1.1201
C 0.8102 -0.5976 -1.8211
O -0.1271 0.1850 -1.1390
H 1.7167 -1.4930 -0.2848
H 2.5129 -0.1642 -0.8409
H 0.2504 -1.5134 -1.9873
H 1.1217 -0.1410 -2.7574
H -0.0204 0.5506 -0.2447
```

---

9.
# C2H8NPS

C2H8NPS as an isolated structure in a non-equilibrium geometry (wB97M-V/def2-TZVPD, the Open Molecules 2025 dataset).

Values from the calculation:
HOMO-LUMO gap, eV: 8.3
HOMO, eV: -8.099
ΔE to the lowest compared entry with this formula, charge and spin, kJ/mol: 250.6

XYZ file:
```
13
C2H8NPS | the Open Molecules 2025 dataset | wB97M-V/def2-TZVPD
C -1.0814 -1.7417 -0.5215
C 0.3138 0.8209 -1.3462
N 1.4171 0.2729 1.4283
P -0.3447 -0.2940 0.0248
S -1.7020 0.9071 1.0045
H -1.4485 -2.4170 0.1993
H -0.4239 -2.1264 -1.4429
H 0.7465 1.5478 -0.7996
H 1.0657 0.3438 -1.8109
H -0.6732 1.0865 -1.8569
H 1.0478 0.1705 2.3683
H 1.9814 -0.5547 1.2947
H -0.8984 1.9844 1.4581
```